Here is a cluster of 2 separate species, Br2O3S in total from OMol25. Energies are from ωB97M-V/def2-TZVPD.

CARTESIAN COORDINATES (ANGSTROEM)
O 1.255 0.208 0.694
O 2.387 -1.171 -0.817
O -1.451 1.965 -0.401
S 2.380 -0.647 0.504
Br -3.315 -0.729 0.051
Br -1.256 0.374 -0.031

E_HOMO, eV: -9.37
LUMO, Ha: -0.0696
2S+1: 1

---

Here is a cluster of 2 separate species, Br3H2PSi in total from OMol25. Energies are from ωB97M-V/def2-TZVPD.

CARTESIAN COORDINATES (ANGSTROEM)
Si -0.471 1.245 1.035
P 1.773 -1.632 -1.606
Br -0.780 -0.227 2.702
Br -0.271 3.352 1.542
Br -2.239 1.258 -0.184
H 0.509 -1.171 -1.131
H 1.479 -2.825 -2.358

E_HOMO (spin up / spin down), eV: -9.15 / -8.64
LUMO (spin up / spin down), Ha: -0.0791 / -0.0516
2S+1: 1

---

Here is a cluster of 2 separate species, Br5HSi2 in total from OMol25. Energies are from ωB97M-V/def2-TZVPD.

CARTESIAN COORDINATES (ANGSTROEM)
Si 0.002 -0.946 -0.666
Si -1.805 -1.390 -2.065
Br 2.125 -1.148 -1.574
Br -1.890 -3.653 0.476
Br -1.885 -3.335 -3.171
Br -3.727 -0.693 -0.902
Br -1.801 0.047 -3.724
H 0.358 -0.333 0.652

E_HOMO, eV: -9.12
LUMO, Ha: -0.1074
2S+1: 1

---

Here is a structure of composition BrCl3Si from OMol25. Energies are from ωB97M-V/def2-TZVPD.

CARTESIAN COORDINATES (ANGSTROEM)
Si -0.011 -0.297 0.052
Cl 0.705 -1.032 1.757
Cl 0.784 2.343 -0.032
Cl 0.706 -0.876 -1.740
Br -2.184 -0.139 -0.038

E_HOMO, eV: -10.24
LUMO, Ha: -0.0451
2S+1: 1

---

We obtain energy above the lowest of the compared OMol25 structures with the same formula, charge and spin values of 25.2; 64.5; 78.6; 47.3 kcal per mole for the records listed above, in that order.